[1]
DFT (ωB97M-V/def2-TZVPD) results for an isolated ion of composition NO4S2 and charge -1 at a distorted geometry.

Each line ends with the Löwdin charge.
Element x y z (Å)
N 0.986 0.116 -0.018  -0.4503
O 1.773 -0.554 0.611  0.0004
O -0.828 -1.050 1.155  -0.4343
O 1.366 0.956 -0.834  -0.0452
O -1.530 1.151 0.182  -0.4217
S -1.741 -1.054 -1.615  0.1396
S -0.985 -0.178 0.011  0.2117

Calculated values
2S+1 = 1
HOMO = -5.073 eV
LUMO energy = 3.4 eV
SMILES = O=[N+]([O-])S(=O)(=O)[S-]
net charge = -1
DFT total energy = -1152.06701 Ha
largest force on an atom = 2.8 eV/A
frontier orbital gap = 8.48 eV
relative energy (zero: lowest compared OMol25 entry of this formula, charge and spin) = 48.8 kcal/mol

[2]
DFT (ωB97M-V/def2-TZVPD) results for a 2-piece molecular cluster, NO5S overall at a distorted geometry.

Each line ends with the Löwdin charge.
Element x y z (Å)
N 1.984 -0.186 0.458  -0.2686
O -1.684 1.259 -0.584  -0.2762
O 1.034 0.243 -0.356  -0.2614
O -1.645 -0.212 1.356  -0.2728
O -1.418 -1.081 -0.895  -0.2831
O 3.137 -0.033 0.031  -0.1674
S -1.408 0.010 -0.010  0.5295

Calculated values
2S+1 = 1
HOMO = -4.567 eV
LUMO energy = 3.4 eV
net charge = -1
DFT total energy = -829.10909 Ha
largest force on an atom = 2.1 eV/A
frontier orbital gap = 7.94 eV
relative energy (zero: lowest compared OMol25 entry of this formula, charge and spin) = 22.9 kcal/mol

[3]
DFT (ωB97M-V/def2-TZVPD) results for NO5S as an isolated structure at a distorted geometry.

Each line ends with the Löwdin charge.
Element x y z (Å)
N -1.125 0.180 -0.071  -0.6643
O -0.942 -0.935 -0.521  -0.1120
O -0.234 1.084 -0.191  -0.1540
O -2.172 0.423 0.440  0.0113
O 2.795 0.233 -0.449  -0.4960
O 1.101 -0.737 1.050  -0.4542
S 1.485 -0.420 -0.322  0.8693

Calculated values
2S+1 = 1
HOMO = -5.420 eV
LUMO energy = 3.9 eV
net charge = -1
DFT total energy = -829.08949 Ha
largest force on an atom = 3.4 eV/A
frontier orbital gap = 9.28 eV
relative energy (zero: lowest compared OMol25 entry of this formula, charge and spin) = 35.2 kcal/mol

[4]
DFT (ωB97M-V/def2-TZVPD) results for O2P as an isolated structure at a distorted geometry.

Each line ends with the Löwdin charge.
Element x y z (Å)
O -1.326 0.479 0.317  -0.7021
O 1.611 0.120 -0.725  -0.9486
P -0.285 -0.600 0.407  0.6507

Calculated values
2S+1 = 1
HOMO (alpha / beta) = -2.968 / -3.050 eV
LUMO energy (alpha / beta) = 4.1 / 4.1 eV
net charge = -1
DFT total energy = -491.76836 Ha
largest force on an atom = 5.9 eV/A
frontier orbital gap (alpha / beta) = 7.05 / 7.14 eV
relative energy (zero: lowest compared OMol25 entry of this formula, charge and spin) = 107.8 kcal/mol